(1)
37
Properties=species:S:1:pos:R:3 method="wB97M-V/def2-TZVPD" s_squared=6.271 gap_ha="0.1868 / 0.2420" total_charge=-1 multiplicity=5 e_homo_ev="-3.70 / -4.66"
Fe 1.69 2.60 0.29
S -0.27 3.03 -0.11
S -1.27 0.13 -0.40
S 1.86 -0.36 -2.16
S 2.34 2.82 2.23
C -3.91 -4.63 2.19
C -2.96 -3.60 1.64
C -2.71 -2.43 2.40
C -2.09 -1.33 1.83
C -1.87 -0.20 2.69
C -1.83 -1.29 0.46
Te 1.31 0.04 0.00
C -1.96 -2.54 -0.27
C -1.68 -2.48 -1.74
C -2.49 -3.70 0.36
H -4.68 -4.78 1.41
H -4.35 -4.23 3.06
H -3.40 -5.58 2.34
H -3.02 -2.33 3.42
H -2.54 -0.29 3.56
H -1.93 0.75 2.17
H -0.94 -0.20 3.22
H -0.63 -2.25 -2.02
H -2.31 -1.72 -2.29
H -1.92 -3.43 -2.27
H -2.60 -4.65 -0.16
Cl 5.17 6.50 -1.29
C 4.36 5.00 -1.63
C 4.94 4.19 -2.58
C 4.28 3.01 -2.94
C 3.17 2.59 -2.31
N 2.88 3.23 -1.10
C 3.35 4.47 -0.80
H 5.85 4.58 -3.06
H 4.64 2.47 -3.78
H 2.51 1.76 -2.55
H 3.02 4.85 0.17

---

(2)
37
Properties=species:S:1:pos:R:3 method="wB97M-V/def2-TZVPD" gap_ha=0.3447 smiles="C[C@H](NS(=O)(=O)c1ccc(Cl)cc1)C(=O)NCc1ccco1" e_homo_ev=-8.93
C 0.17 -0.89 0.23
C 0.07 0.60 -0.13
N 1.01 1.37 0.66
S 2.21 2.16 -0.17
O 2.64 3.27 0.62
O 1.82 2.38 -1.54
C 3.47 0.89 -0.14
C 3.73 0.15 -1.28
C 4.66 -0.88 -1.23
C 5.31 -1.14 -0.03
C 5.05 -0.40 1.11
C 4.11 0.63 1.05
H 3.89 1.23 1.91
H 5.57 -0.62 2.03
Cl 6.46 -2.42 0.04
H 4.88 -1.46 -2.11
H 3.21 0.40 -2.19
H 0.52 1.95 1.33
H 0.32 0.75 -1.19
C -1.34 1.11 0.14
O -1.58 1.84 1.08
N -2.27 0.69 -0.74
H -2.01 0.07 -1.49
C -3.69 0.97 -0.57
C -4.43 -0.25 -0.13
C -4.65 -0.77 1.11
C -5.36 -1.97 0.91
C -5.52 -2.10 -0.44
O -4.95 -1.06 -1.08
H -6.00 -2.84 -1.04
H -5.71 -2.65 1.66
H -4.34 -0.34 2.04
H -4.10 1.33 -1.52
H -3.76 1.75 0.19
H 1.19 -1.24 0.07
H -0.08 -1.03 1.28
H -0.50 -1.49 -0.38

---

ΔE to the lowest compared entry with this formula, charge and spin: 30.5; 10.0 (kcal per mole)